No. 1
C2H11O4 | ωB97M-V/def2-TZVPD

Structure (XYZ):
```
17
Properties=species:S:1:pos:R:3:mulliken_spin:R:1
O -0.19 0.41 -0.15 0.756
O -0.01 1.92 1.92 0.015
O -1.20 1.02 -2.58 0.003
O 1.88 0.27 -1.73 0.045
C 0.22 -1.60 1.17 0.095
C -0.72 -0.67 0.41 -0.004
H -0.39 -2.51 1.29 -0.003
H 0.92 0.23 -1.56 -0.005
H 1.11 -2.00 0.67 0.002
H -1.34 -1.32 -0.23 0.006
H 2.04 1.14 -1.34 -0.003
H -0.83 0.95 -1.68 -0.005
H -1.55 0.14 -2.74 0.001
H -1.34 -0.25 1.25 0.102
H -0.01 1.43 1.06 -0.003
H 0.52 -1.44 2.22 -0.002
H 0.88 2.28 2.01 0.001
```

The HOMO-LUMO gap (alpha / beta) comes out at 0.4309 / 0.2865 Eh. Its total energy is -383.64154 a.u. The highest occupied orbital energy (alpha / beta) comes out at -11.1823 / -11.1756 eV. As for the multiplicity: 2. The largest force on an atom is 2.32 eV/A. For the LUMO energy (alpha / beta), the calculation gives 0.542 / -3.379 eV. The calculation puts the molar mass at 99.11 g mol⁻¹.

=====

No. 2
C2H11O4 | ωB97M-V/def2-TZVPD

Structure (XYZ):
```
17
Properties=species:S:1:pos:R:3:mulliken_spin:R:1
O -3.40 -1.71 -0.68 0.000
O 0.09 0.07 0.53 0.843
O -0.76 3.18 1.50 0.000
O 1.42 2.10 -0.47 0.032
C 0.90 -1.68 -0.87 -0.002
C 0.71 -1.14 0.58 -0.006
H -3.11 -1.33 0.15 0.000
H 1.04 -2.75 -0.75 0.002
H 1.64 -1.08 1.17 0.071
H -0.03 -1.35 -1.33 -0.003
H 0.04 -1.84 1.12 0.061
H -0.66 3.92 0.91 0.000
H 1.72 -1.22 -1.42 0.001
H 1.03 1.28 -0.10 0.003
H -0.02 2.65 1.17 -0.001
H 2.34 2.05 -0.22 -0.002
H -2.94 -1.15 -1.30 0.000
```

The HOMO-LUMO gap (alpha / beta) comes out at 0.4222 / 0.3017 Eh. Its total energy is -383.65448 a.u. The highest occupied orbital energy (alpha / beta) comes out at -10.9836 / -10.9502 eV. As for the multiplicity: 2. The largest force on an atom is 1.65 eV/A. For the LUMO energy (alpha / beta), the calculation gives 0.506 / -2.741 eV. The calculation puts the molar mass at 99.11 g mol⁻¹.

=====

Question: Look up the multiplicity of the first one.
Answer: 2

=====

Question: What is the largest force on an atom in the first record?
Answer: 2.32 eV/A